Record 1
{"formula": "C17H49N18O8", "method": "ωB97M-V/def2-TZVPD", "e_tot_ev": -61625.94172, "lumo_ev": -2.9, "total_charge": 1, "mol_weight_da": 633.697, "homo_energy_ev": -10.5, "orbital_gap_ev": 7.55, "species": ["C", "C", "C", "C", "C", "C", "C", "N", "C", "C", "N", "H", "H", "H", "H", "H", "H", "H", "H", "H", "H", "H", "H", "H", "H", "H", "H", "H", "C", "O", "N", "N", "H", "H", "H", "H", "C", "O", "N", "N", "H", "H", "H", "H", "C", "O", "N", "N", "H", "H", "H", "H", "C", "O", "N", "N", "H", "H", "H", "H", "C", "O", "N", "N", "H", "H", "H", "H", "C", "O", "N", "N", "H", "H", "H", "H", "C", "O", "N", "N", "H", "H", "H", "H", "C", "O", "N", "N", "H", "H", "H", "H"], "positions_angstrom": [[2.78, 1.09, 2.05], [2.52, 2.12, 1.50], [1.67, 3.10, 0.79], [0.31, 3.24, 1.48], [-0.71, 2.25, 0.90], [-0.39, 0.77, 1.26], [-1.20, 0.25, 2.48], [-0.83, -1.17, 2.69], [-1.42, -1.98, 1.61], [-1.52, -1.26, 0.24], [-0.54, -0.15, 0.06], [2.95, 0.13, 2.49], [2.23, 4.05, 0.76], [1.53, 2.80, -0.25], [0.37, 3.19, 2.58], [-0.05, 4.26, 1.28], [-1.70, 2.50, 1.32], [-0.81, 2.43, -0.18], [0.66, 0.68, 1.56], [-0.80, 0.79, 3.35], [-2.28, 0.39, 2.35], [0.17, -1.22, 2.54], [-0.88, -2.93, 1.54], [-2.44, -2.25, 1.93], [-1.29, -2.00, -0.53], [-2.54, -0.93, 0.04], [-0.83, 0.36, -0.78], [0.38, -0.56, -0.19], [-3.47, -5.75, 3.51], [-3.93, -6.72, 4.09], [-3.66, -5.54, 2.17], [-2.72, -4.80, 4.15], [-3.29, -4.76, 1.68], [-4.21, -6.22, 1.68], [-2.57, -4.93, 5.13], [-2.33, -4.00, 3.69], [2.55, -1.80, -0.84], [1.47, -1.93, -0.24], [3.56, -1.04, -0.35], [2.79, -2.40, -2.03], [4.44, -0.89, -0.81], [3.37, -0.60, 0.53], [2.06, -2.97, -2.42], [3.66, -2.32, -2.53], [3.93, 0.35, -4.81], [4.56, -0.58, -5.29], [3.14, 0.20, -3.71], [3.94, 1.60, -5.34], [2.61, 0.94, -3.30], [3.09, -0.72, -3.30], [4.51, 1.76, -6.15], [3.41, 2.36, -4.95], [3.69, 4.38, 5.10], [4.14, 5.44, 5.46], [3.48, 3.33, 5.95], [3.33, 4.14, 3.79], [3.11, 2.45, 5.67], [3.73, 3.47, 6.91], [3.47, 4.88, 3.14], [2.95, 3.27, 3.47], [-5.33, -10.33, 5.78], [-6.15, -11.09, 6.26], [-4.14, -10.76, 5.27], [-5.53, -8.98, 5.71], [-3.45, -10.15, 4.87], [-3.95, -11.75, 5.31], [-6.39, -8.63, 6.07], [-4.86, -8.34, 5.32], [-3.24, 5.30, 1.77], [-3.50, 4.31, 1.11], [-4.02, 5.70, 2.82], [-2.16, 6.10, 1.53], [-3.84, 6.51, 3.37], [-4.83, 5.14, 3.03], [-1.57, 5.84, 0.76], [-1.94, 6.92, 2.06], [1.08, 0.07, -8.13], [0.29, 0.50, -7.29], [0.69, -0.28, -9.39], [2.41, -0.08, -7.86], [1.32, -0.63, -10.09], [-0.28, -0.18, -9.61], [2.72, 0.17, -6.94], [3.08, -0.41, -8.53], [0.68, 4.72, -5.80], [1.26, 5.67, -5.31], [1.34, 3.63, -6.30], [-0.68, 4.66, -5.91], [0.89, 2.83, -6.71], [2.34, 3.65, -6.24], [-1.21, 5.44, -5.56], [-1.17, 3.88, -6.32]]}

***

Record 2
{"formula": "C5H7NO", "method": "ωB97M-V/def2-TZVPD", "e_tot_ev": -8834.18447, "smiles": "CC1=CC=NC1=O.[H][H]", "lumo_ev": -1.0, "mol_weight_da": 97.117, "homo_energy_ev": -10.1, "de_lowest_kj_mol": 194.74, "orbital_gap_ev": 9.09, "species": ["C", "C", "C", "C", "N", "C", "O", "H", "H", "H", "H", "H", "H", "H"], "positions_angstrom": [[-1.60, 0.32, -0.08], [-0.18, 0.28, 0.35], [0.59, 1.17, 0.98], [1.93, 0.52, 1.14], [2.02, -0.67, 0.67], [0.71, -0.93, 0.13], [0.39, -1.96, -0.41], [-2.08, 1.27, 0.16], [-2.17, -0.49, 0.40], [-1.68, 0.15, -1.16], [0.34, 2.17, 1.32], [2.78, 1.00, 1.62], [-0.71, -1.16, -3.27], [-0.44, -1.46, -2.65]]}

***

Record 3
{"formula": "C34H27CuF6N2O5P2S4Te", "method": "ωB97M-V/def2-TZVPD", "e_tot_ev": -179070.63884, "lumo_ev": 3.7, "total_charge": -2, "mol_weight_da": 1038.949, "homo_energy_ev": -1.8, "de_lowest_kj_mol": 209.15, "orbital_gap_ev": 5.47, "species": ["Cu", "Te", "C", "C", "C", "N", "C", "C", "C", "P", "C", "C", "C", "C", "C", "C", "C", "C", "C", "C", "C", "C", "P", "C", "C", "C", "C", "C", "C", "C", "C", "C", "C", "C", "C", "H", "H", "H", "H", "H", "H", "H", "H", "H", "H", "H", "H", "H", "H", "H", "H", "H", "H", "H", "H", "H", "H", "H", "H", "F", "C", "F", "F", "S", "O", "O", "N", "S", "O", "O", "C", "F", "F", "F", "C", "O", "C", "S", "S", "H", "H", "H"], "positions_angstrom": [[-0.47, -0.14, 0.16], [2.34, -1.67, 4.09], [2.02, -0.52, 5.90], [1.04, -0.85, 6.82], [0.83, -0.04, 7.93], [1.53, 1.07, 8.17], [2.47, 1.39, 7.28], [2.75, 0.64, 6.15], [1.14, -0.70, 2.77], [-0.41, -1.26, 2.16], [-0.58, -3.04, 2.55], [-1.22, -3.54, 3.68], [-1.26, -4.90, 3.94], [-0.65, -5.79, 3.07], [-0.01, -5.31, 1.94], [0.02, -3.95, 1.68], [-1.77, -0.56, 3.17], [-3.06, -0.55, 2.64], [-4.11, 0.00, 3.37], [-3.87, 0.56, 4.62], [-2.59, 0.58, 5.14], [-1.54, 0.02, 4.41], [1.59, 0.55, 1.57], [0.85, 2.12, 2.20], [0.86, 2.40, 3.51], [0.40, 3.68, 4.03], [-0.11, 4.60, 3.23], [-0.26, 4.40, 1.73], [0.18, 3.00, 1.17], [3.39, 0.87, 1.83], [3.96, 1.95, 2.50], [5.34, 2.07, 2.61], [6.18, 1.11, 2.06], [5.63, 0.03, 1.38], [4.25, -0.08, 1.26], [0.42, -1.73, 6.68], [0.06, -0.29, 8.65], [3.03, 2.30, 7.48], [3.52, 0.96, 5.46], [-1.70, -2.84, 4.37], [-1.77, -5.27, 4.83], [-0.68, -6.86, 3.27], [0.46, -6.00, 1.25], [0.52, -3.57, 0.79], [-3.23, -0.94, 1.65], [-5.11, 0.02, 2.94], [-4.69, 1.01, 5.18], [-2.39, 1.04, 6.10], [-0.53, 0.05, 4.79], [1.27, 1.67, 4.20], [0.48, 3.87, 5.10], [-0.45, 5.56, 3.62], [0.38, 5.14, 1.25], [0.91, 3.20, 0.38], [3.31, 2.70, 2.93], [5.76, 2.93, 3.13], [7.25, 1.21, 2.15], [6.27, -0.72, 0.95], [3.82, -0.92, 0.72], [-0.45, -0.63, -4.68], [-0.16, 0.66, -4.54], [1.14, 0.83, -4.83], [-0.87, 1.35, -5.45], [-0.53, 1.24, -2.83], [0.21, 0.29, -2.03], [-0.13, 2.61, -2.84], [-2.07, 1.08, -2.79], [-2.93, -0.13, -2.32], [-3.46, -0.89, -3.42], [-2.43, -0.87, -1.19], [-4.40, 0.75, -1.68], [-5.30, -0.17, -1.28], [-4.98, 1.50, -2.63], [-4.12, 1.52, -0.63], [-2.78, 3.32, 2.85], [-2.73, 4.46, 1.97], [-1.66, 4.89, 1.34], [-1.84, 6.13, 0.28], [-1.19, 2.07, 0.38], [-3.09, 3.69, 3.83], [-1.85, 2.78, 2.91], [-3.53, 2.64, 2.44]]}

***

Record 4
{"formula": "C20B5BaO40", "method": "ωB97M-V/def2-TZVPD", "e_tot_ev": -106750.61419, "lumo_ev": 3.9, "total_charge": -3, "mol_weight_da": 1071.568, "homo_energy_ev": -3.8, "orbital_gap_ev": 7.76, "species": ["Ba", "O", "C", "O", "B", "O", "C", "O", "O", "C", "O", "C", "O", "O", "O", "C", "O", "B", "O", "C", "O", "O", "C", "O", "C", "O", "O", "O", "C", "O", "B", "O", "C", "O", "O", "C", "O", "C", "O", "O", "O", "C", "O", "B", "O", "C", "O", "O", "C", "O", "C", "O", "O", "O", "C", "O", "B", "O", "C", "O", "O", "C", "O", "C", "O", "O"], "positions_angstrom": [[2.94, -0.07, 1.00], [-4.00, 2.16, 4.24], [-2.90, 1.88, 4.63], [-1.82, 2.61, 4.49], [-0.64, 1.93, 5.00], [-1.17, 0.80, 5.83], [-2.50, 0.73, 5.61], [-3.22, -0.15, 5.98], [0.33, 2.82, 5.68], [1.55, 2.59, 5.19], [2.56, 3.12, 5.55], [1.42, 1.67, 3.95], [0.15, 1.30, 3.89], [2.29, 1.33, 3.19], [0.82, -1.43, 1.89], [-0.25, -1.90, 1.56], [-0.42, -3.11, 1.07], [-1.86, -3.19, 0.68], [-2.56, -2.03, 1.21], [-1.64, -1.23, 1.72], [-1.85, -0.13, 2.14], [-2.09, -3.46, -0.73], [-2.99, -4.43, -0.87], [-3.43, -4.77, -1.93], [-3.18, -5.04, 0.52], [-2.32, -4.44, 1.32], [-3.79, -6.03, 0.84], [3.14, -0.85, -1.67], [2.94, -2.04, -1.79], [2.61, -2.67, -2.90], [2.31, -4.06, -2.50], [2.71, -4.18, -1.07], [3.17, -3.06, -0.66], [3.58, -2.78, 0.46], [2.91, -5.09, -3.38], [1.95, -5.74, -4.03], [2.20, -6.71, -4.71], [0.58, -5.18, -3.51], [0.85, -4.27, -2.61], [-0.47, -5.52, -3.94], [1.20, 8.69, -1.44], [1.15, 7.84, -0.57], [0.70, 6.64, -0.71], [1.01, 5.85, 0.52], [1.64, 6.75, 1.46], [1.70, 7.97, 0.88], [2.06, 8.95, 1.45], [1.95, 4.71, 0.30], [1.39, 3.59, 0.68], [1.93, 2.51, 0.54], [-0.01, 3.88, 1.19], [-0.19, 5.17, 1.07], [-0.82, 3.05, 1.49], [-0.78, -0.46, -7.21], [-0.96, -0.59, -6.03], [-0.52, 0.28, -5.10], [-0.86, -0.21, -3.77], [-1.39, -1.57, -4.04], [-1.40, -1.85, -5.30], [-1.72, -2.91, -5.78], [0.37, -0.22, -2.94], [0.05, 0.14, -1.72], [0.73, -0.02, -0.72], [-1.38, 0.72, -1.76], [-1.87, 0.49, -2.97], [-1.90, 1.23, -0.83]]}